A cluster of 11 separate species, C42H117N10O18S in total at a distorted geometry. Source: OMol25; level of theory: ωB97M-V/def2-TZVPD.

The geometry in XYZ format:
```
188
Properties=species:S:1:pos:R:3:forces:R:3
N 9.706230 10.791310 7.515060 2.6 -0.1 -1.4
H 8.921630 10.903530 8.141080 -2.5 0.0 1.6
H 10.504710 11.220920 7.959990 0.6 0.0 0.3
H 9.554870 11.290820 6.650380 -0.1 0.2 -0.3
H 9.907830 9.825680 7.298200 0.1 -0.3 0.2
N 3.610230 12.875270 10.474430 -1.1 -0.1 1.1
H 4.555330 12.548050 10.333630 1.1 -0.2 -0.2
H 3.430180 13.093030 11.444100 -0.2 0.4 0.1
H 3.025120 12.116980 10.153900 -0.5 -1.1 -0.4
H 3.434040 13.640410 9.839120 0.0 1.5 0.1
N 6.438430 8.049010 7.628770 2.5 -1.9 -0.5
H 7.065800 7.583300 8.268790 -0.1 -0.5 0.7
H 6.162070 8.930170 8.037770 -1.0 1.9 0.5
H 5.712350 7.399960 7.361130 -1.0 -0.8 -0.2
H 7.041560 8.168370 6.827470 -0.3 0.4 -0.5
S 6.415520 11.385380 8.592990 -1.9 0.9 2.9
O 5.920290 12.123040 9.768590 0.3 0.1 -0.9
O 7.691630 10.869720 8.984310 3.5 -1.7 0.3
O 5.542460 10.231840 8.343380 -0.5 0.1 -1.0
O 6.561560 12.251110 7.440830 -0.1 0.8 -1.8
C 6.917130 17.396330 8.412640 0.5 1.4 0.1
O 5.742330 16.679140 8.412950 -1.0 -1.4 0.1
C 5.872380 15.237830 8.435330 0.5 1.3 -0.5
C 4.543150 14.710690 7.989290 0.4 -0.3 1.0
N 3.486160 15.207700 8.891510 0.1 -0.1 -1.4
C 2.183070 15.026260 8.238490 -0.8 -0.1 0.6
C 1.024900 15.849710 8.832400 0.5 -0.2 1.4
O 0.888020 15.549720 10.253670 -0.1 0.0 -0.5
C 0.043150 16.424180 11.026050 -0.2 -0.3 -0.5
H 6.658020 18.451410 8.324570 -0.3 0.1 0.0
H 7.544480 17.213650 7.540190 0.3 -0.5 0.0
H 7.452460 17.347180 9.360850 0.3 -0.5 0.0
H 6.233740 14.860820 9.392090 -0.2 0.1 0.2
H 6.595280 14.970740 7.664490 0.3 -0.2 0.0
H 4.622040 13.624250 8.028250 -0.3 -0.1 -0.2
H 4.469370 15.035890 6.951550 -0.7 0.0 -0.2
H 3.698040 16.194400 8.932050 -0.2 0.4 0.5
H 1.906640 13.974550 8.313210 0.0 -0.2 0.0
H 2.256050 15.222510 7.168790 -0.2 0.2 -0.2
H 0.094520 15.610410 8.317400 0.0 0.0 -0.2
H 1.239450 16.913500 8.730270 -0.1 0.2 -0.1
H -1.030660 16.302480 10.883870 -0.2 -0.3 -0.8
H 0.255860 17.468320 10.796640 0.3 0.1 0.3
H 0.111000 16.169790 12.083780 0.8 0.2 -0.1
C 8.301220 11.994110 1.325440 -0.2 0.8 -1.1
O 9.206530 12.322680 2.346020 0.2 -1.5 2.2
C 9.230410 11.346180 3.429420 0.4 1.7 -0.8
C 8.106490 11.531370 4.495060 1.6 -1.4 -0.3
N 8.394930 12.416940 5.613540 -1.3 1.5 -3.8
C 8.516440 13.819480 5.332480 0.7 0.4 1.0
C 7.152700 14.466870 4.904390 -1.0 1.8 -0.5
O 7.210050 15.911250 5.091210 0.5 -2.5 0.0
C 5.991120 16.619380 4.818860 0.6 0.6 -0.2
H 8.410550 10.989860 0.916020 0.2 -0.2 0.2
H 8.540650 12.710770 0.539840 -0.1 -0.2 -0.2
H 7.257760 12.190270 1.572030 -0.2 -0.2 0.4
H 10.197720 11.461950 3.918300 0.1 0.3 0.1
H 9.282300 10.332230 3.032800 -0.7 -0.1 -0.1
H 7.940480 10.542380 4.922180 -0.1 -0.1 0.2
H 7.165290 11.737700 3.985470 -0.4 0.6 0.0
H 7.682410 12.243710 6.308100 -0.9 -0.3 2.3
H 9.293000 14.030060 4.597160 -0.2 -0.1 -0.1
H 8.731730 14.337510 6.267040 0.2 0.0 0.2
H 6.252910 14.089060 5.389930 0.2 -0.3 0.6
H 7.037860 14.176140 3.860180 0.2 0.2 -0.5
H 5.911870 16.754180 3.740130 -0.3 -0.2 -0.1
H 6.153020 17.609140 5.245780 -0.1 -0.1 0.1
H 5.082290 16.208210 5.258260 0.2 -0.4 0.0
C 2.004200 6.756400 7.233740 -1.7 1.1 -1.1
O 1.511370 7.819490 8.099980 1.7 -0.8 -0.6
C 2.580550 8.151690 8.996150 -1.4 -0.3 1.2
C 2.425680 9.500360 9.742900 0.6 -0.3 -1.2
N 2.905270 10.637020 8.937720 -1.8 0.5 -0.3
C 2.180290 10.882130 7.649390 1.0 -0.5 -0.5
C 0.693010 11.173530 7.620570 -0.1 0.3 0.6
O 0.408520 12.404950 6.945730 -0.8 -0.2 1.2
C -0.963300 12.876760 7.118790 0.7 -0.3 -1.3
H 2.310250 5.786480 7.625770 0.1 0.3 0.9
H 2.764090 7.140440 6.553160 0.5 0.1 0.3
H 1.173700 6.561110 6.555340 -0.2 -0.2 0.1
H 3.556810 8.106410 8.513480 0.2 0.3 -0.4
H 2.578520 7.340130 9.723790 0.3 0.0 0.4
H 3.058530 9.394800 10.624060 -0.1 0.1 0.0
H 1.430350 9.762150 10.101910 -0.2 -0.6 -0.2
H 3.847110 10.489140 8.604300 0.1 -0.2 0.6
H 2.276290 10.034470 6.970890 0.4 -0.4 0.1
H 2.794250 11.653180 7.183950 -0.4 0.5 -0.2
H 0.355020 11.151560 8.656610 -0.4 0.5 0.2
H 0.200680 10.322030 7.150830 -0.3 0.1 -0.3
H -1.025880 13.672290 6.376280 -0.2 0.0 0.1
H -1.279030 13.286900 8.078060 0.7 -0.2 0.4
H -1.676710 12.098310 6.848290 0.0 -0.1 -0.1
C 14.212800 12.365570 13.575180 0.6 -0.7 -0.7
O 13.025000 12.550330 12.806420 -0.6 -0.6 1.3
C 11.846550 12.293570 13.607240 -0.5 0.1 -0.5
C 10.619530 11.980390 12.697770 1.5 1.3 1.2
N 10.306490 13.215480 12.011850 -1.5 -0.3 -0.3
C 9.177420 12.982800 11.118900 0.9 0.7 -0.9
C 9.073250 14.136290 10.110490 0.1 0.6 0.5
O 10.350040 14.632940 9.746870 0.3 -1.2 0.1
C 10.365650 15.867810 9.086300 0.8 -0.3 0.2
H 15.046880 12.835360 13.053910 -0.2 0.4 0.0
H 14.478930 11.308630 13.587140 -0.1 -0.3 0.1
H 14.211650 12.677770 14.619510 -0.5 0.5 -0.1
H 11.672150 13.192560 14.198430 -0.4 0.4 -0.3
H 11.904440 11.560600 14.411910 0.8 -0.8 -0.4
H 9.785740 11.703600 13.342960 -0.1 0.0 0.1
H 10.779340 11.146340 12.014460 0.4 -0.3 -0.1
H 11.067270 13.544770 11.434890 0.3 0.0 0.2
H 8.214800 12.883180 11.620440 0.1 0.1 0.2
H 9.326650 12.048590 10.577530 0.0 -0.4 -0.3
H 8.532080 14.944760 10.602040 -0.3 0.2 -0.1
H 8.536510 13.832100 9.211890 -0.4 -0.1 -0.2
H 11.414030 16.068930 8.865970 0.0 0.1 0.1
H 10.027270 16.651990 9.763550 -0.5 0.2 -0.4
H 9.873870 15.789530 8.116710 -0.6 0.4 0.0
C 5.154330 5.083160 8.565800 0.2 -0.3 0.2
O 5.195560 5.627370 7.259490 0.0 0.8 -1.0
C 6.125970 5.021160 6.346730 -0.3 -1.0 0.9
C 5.965620 5.406090 4.894620 -0.5 -0.1 1.2
N 6.124420 6.837790 4.759180 -0.4 0.4 -1.4
C 5.951220 7.251410 3.336890 0.0 1.8 0.7
C 6.350320 8.767940 3.112330 -0.3 -1.1 0.5
O 5.380170 9.734540 3.483670 -0.2 -0.2 0.8
C 4.963440 9.681640 4.878940 0.2 0.2 -1.0
H 4.555840 4.172930 8.603060 -0.1 -0.1 -0.1
H 4.726930 5.817960 9.248070 -0.1 0.1 -0.2
H 6.149030 4.833670 8.935160 0.3 0.0 0.0
H 6.004500 3.941540 6.434840 0.1 -0.2 -0.1
H 7.140400 5.231150 6.685740 0.4 0.2 0.1
H 4.976520 5.092510 4.560790 -0.1 0.3 -0.1
H 6.676120 4.786840 4.347060 0.3 0.1 -0.3
H 7.042480 7.122490 5.069350 0.4 -0.2 -0.2
H 4.890950 7.218850 3.086160 -0.1 -0.3 0.0
H 6.490420 6.593040 2.655780 0.2 0.1 -0.1
H 6.607260 8.917840 2.063710 -0.3 0.1 0.0
H 7.250300 8.999110 3.682150 0.5 -0.3 0.3
H 4.382380 8.785290 5.095780 -0.1 0.1 -0.1
H 4.409550 10.596540 5.089350 -0.2 -0.2 -0.2
H 5.810150 9.697260 5.565180 0.4 -0.1 0.0
C 4.258570 5.925810 11.963880 -0.5 0.1 -1.4
O 4.430140 7.228120 11.385590 0.9 1.2 1.5
C 5.395990 8.061010 12.140770 -0.3 -1.0 -0.8
C 5.742760 9.350500 11.423010 0.6 0.2 -0.5
N 6.619780 10.257300 12.221660 -0.6 -1.7 -0.8
C 5.825150 10.896580 13.246950 0.1 -0.2 -0.5
C 6.645830 11.916140 13.961820 0.0 0.5 1.0
O 5.849270 12.460450 14.966640 -1.1 0.6 0.4
C 6.446890 13.227970 16.004360 -0.5 -0.1 -0.2
H 3.344090 5.575250 11.485420 0.0 -0.3 0.0
H 4.087570 5.818910 13.035060 0.4 0.6 0.1
H 5.073290 5.291320 11.614940 0.2 -0.2 0.4
H 6.314930 7.476900 12.190520 0.1 -0.1 0.4
H 5.020000 8.265070 13.143310 -0.1 -0.2 0.0
H 4.886050 9.870260 10.994050 -0.5 0.2 0.6
H 6.289710 9.154260 10.500810 0.3 -0.5 0.1
H 6.853610 10.933640 11.508920 0.4 0.5 0.2
H 5.402110 10.151720 13.920980 0.0 0.2 0.1
H 5.033650 11.413560 12.704400 -0.7 0.3 0.5
H 6.869420 12.670200 13.207170 0.6 0.4 0.1
H 7.529140 11.539800 14.477820 0.5 -0.4 -0.7
H 5.660380 13.903300 16.341150 0.1 0.1 0.0
H 7.306250 13.818270 15.686350 0.1 -0.1 -0.2
H 6.707420 12.590570 16.849320 0.3 -0.1 0.0
C 9.340170 8.646860 11.126370 1.2 0.0 0.1
O 10.719740 8.260070 11.277360 -1.1 0.4 -0.6
C 11.630040 8.747570 10.291840 1.0 -0.8 2.2
C 12.568120 7.623710 9.938280 -0.7 -0.6 -2.0
N 11.963510 6.694880 8.951270 -0.8 0.3 0.4
C 12.901530 6.145480 8.024560 0.6 -1.1 -0.1
C 13.714280 5.020340 8.685490 -1.0 -1.0 -0.8
O 12.713860 3.969380 8.818820 0.3 0.7 1.0
C 13.222740 2.649060 8.812020 0.0 0.4 -0.9
H 8.732230 8.064710 11.818910 0.2 0.0 -0.1
H 9.035080 8.455670 10.097560 -0.3 -0.1 -0.3
H 9.194400 9.705230 11.342500 -0.1 0.0 0.0
H 12.329180 9.421360 10.787120 -0.4 0.8 0.1
H 11.210440 9.272430 9.433610 -0.5 -0.2 -0.2
H 12.877110 7.042220 10.806890 -0.1 0.4 0.1
H 13.425940 8.104040 9.467600 0.6 0.0 0.1
H 11.338180 7.178500 8.322640 -0.5 0.5 0.5
H 13.376210 6.969050 7.491170 1.2 -0.1 0.1
H 12.377160 5.606440 7.235530 -0.3 0.0 0.0
H 14.167720 5.258860 9.647570 -0.1 0.1 0.1
H 14.470630 4.618290 8.011410 0.3 0.3 -0.1
H 13.636120 2.527520 7.810800 0.4 -0.6 -0.1
H 12.383790 1.959140 8.902970 0.0 0.1 0.2
H 13.987910 2.428330 9.556260 0.0 0.2 0.2
```
Positions in Å, forces in eV/Å.

Summary:
Multiplicity: 2
LUMO level (spin up / spin down), eV: -5.52 / -9.71
Charge: +2
DFT total energy, eV: -108016.8809
<S²>: 0.755
Highest occupied orbital energy (spin up / spin down), eV: -12.19 / -12.18